{
  "formula": "C8H14ClOPS",
  "method": "ωB97M-V/def2-TZVPD",
  "de_lowest_kcal_mol": 0.00,
  "e_tot_ha": -1588.1189,
  "homo_lumo_gap_ev": 9.78,
  "e_homo_ev": -9.1809,
  "smiles": "CCS[P@@](=O)(C#CCl)C(C)(C)C",
  "species": ["C", "C", "S", "P", "O", "C", "C", "Cl", "C", "C", "C", "C", "H", "H", "H", "H", "H", "H", "H", "H", "H", "H", "H", "H", "H", "H"],
  "xyz": [[-3.5580, 1.5923, -0.2310], [-2.6883, 1.1507, 0.9913], [-0.9039, 1.4807, 0.9314], [-0.2427, -0.3105, -0.1142], [-1.2034, -1.4379, 0.1150], [-0.2968, 0.1722, -1.9324], [-0.3784, 0.2455, -3.1482], [-0.3910, 0.5569, -4.7167], [1.7216, -0.6242, 0.3606], [2.6721, 0.3582, -0.2271], [1.5583, -0.6741, 1.8705], [1.8012, -2.0675, -0.2186], [-4.4597, 1.1171, -0.1549], [-3.7080, 2.6097, -0.4649], [-3.1313, 1.2273, -1.1364], [-2.9200, 0.1446, 1.3765], [-3.0003, 1.6972, 1.9392], [2.3827, 0.6696, -1.2883], [2.8140, 1.2455, 0.3637], [3.7153, -0.1138, -0.2419], [0.8710, -1.4116, 2.2718], [1.2765, 0.3451, 2.3745], [2.5745, -1.0072, 2.4004], [1.0083, -2.6188, 0.2078], [1.6657, -2.0554, -1.3765], [2.8206, -2.2915, 0.0484]],
  "forces_ev_per_angstrom": [[2.7102, -0.8089, 0.6161], [-1.3057, 1.2283, 1.4494], [0.2944, -0.9258, -0.6382], [-0.1564, 0.9322, -1.0581], [1.1771, 0.7338, -0.0068], [0.1167, -0.7055, 0.3416], [0.3441, 0.0512, 2.9280], [-0.1155, 0.1355, -1.4112], [-4.2526, -0.7522, -0.3575], [1.3621, -0.1638, -1.4538], [2.6220, 1.2085, 2.7001], [0.7121, 2.4646, -2.0887], [-2.5813, -1.0885, 0.3190], [0.0488, 1.4791, 0.6493], [0.6057, -0.6684, -0.7056], [0.4644, -0.0450, -1.0238], [0.3689, 0.0142, -1.2295], [0.4801, -0.5518, 1.3639], [-0.3185, 0.4799, 0.3134], [-1.2966, 0.4576, -0.2485], [-0.4320, -0.1022, -0.5082], [0.5874, -1.7868, -1.1666], [-1.7389, 0.8002, -1.2223], [-0.3835, -1.1363, 0.5247], [0.4108, -0.0482, 1.9700], [0.2762, -1.2019, -0.0566]]
}